Model P:
ORCA calculation (wB97M-V/def2-TZVPD) on 2 unconnected molecules or ions with the total composition C3H11NOS.

Structure (XYZ):
```
17
Properties=species:S:1:pos:R:3:mulliken_charge:R:1
C 1.075 -0.417 1.200 -0.6940
N -0.234 -0.668 0.561 -0.3197
C -0.766 -0.633 -0.836 -0.4711
C -1.745 -1.684 -1.282 -0.6225
S -1.198 -3.332 -1.009 -0.2232
H 1.298 0.619 1.564 0.2169
H 1.795 -0.442 0.276 0.2072
H 1.463 -0.911 2.092 0.2969
H -0.507 -1.563 0.927 0.1930
H -0.965 0.401 -1.042 0.3657
H 0.106 -0.790 -1.384 0.3012
H -2.766 -1.599 -0.914 0.3467
H -1.910 -1.726 -2.363 0.2917
H -2.059 -3.760 -0.141 0.1113
O 2.318 5.157 0.733 -0.6416
H 1.645 5.281 1.352 0.3109
H 2.448 6.068 0.267 0.3303
```

Summary:
SMILES: CNCCS.O
Net charge: 0


Model Q:
ORCA calculation (wB97M-V/def2-TZVPD) on 2 unconnected molecules or ions with the total composition C3H11NOS.

Structure (XYZ):
```
17
Properties=species:S:1:pos:R:3:mulliken_charge:R:1
N -1.142 1.398 0.249 -0.6136
C 0.266 1.795 0.262 -0.5764
C 1.242 1.027 -0.624 -0.4099
O 1.627 -0.202 -0.059 -0.4967
H -1.692 1.776 -0.496 0.2798
H -1.436 0.804 0.996 0.3602
H 0.650 1.782 1.283 0.2689
H 0.367 2.873 0.055 0.3730
H 0.815 0.907 -1.631 0.2824
H 2.131 1.651 -0.742 0.3738
H 0.806 -0.697 -0.029 0.1665
C -0.284 -2.728 0.388 -0.8648
S -1.553 -1.560 -0.707 -0.2074
H -0.023 -2.177 1.280 0.3245
H -0.877 -3.616 0.569 0.3018
H 0.508 -2.916 -0.324 0.3134
H -1.405 -0.116 -0.471 0.1246
```

Summary:
SMILES: NCCO.CS
Net charge: 0


Ranked by calculated energy, most stable first: model Q, model P.


Model P:
ORCA calculation (wB97M-V/def2-TZVPD) on 2 unconnected molecules or ions with the total composition C5H14NOS.

Structure (XYZ):
```
22
Properties=species:S:1:pos:R:3:mulliken_charge:R:1
C 0.751 -1.303 0.467 -0.5427
C 0.074 -2.635 0.174 -0.7387
S -1.739 -2.521 -0.108 -0.7048
C 0.596 -0.243 -0.619 -0.7097
N 1.025 1.086 -0.204 -0.0575
C 0.984 2.004 -1.315 -1.0394
C 0.327 1.597 0.967 -1.0913
H 1.829 -1.455 0.588 0.2581
H 0.378 -0.900 1.406 0.2868
H 0.526 -3.102 -0.700 0.2566
H 0.248 -3.287 1.036 0.2884
H -0.428 -0.311 -1.011 0.3301
H 1.191 -0.576 -1.451 0.4316
H 0.081 2.628 -1.408 0.3395
H 1.137 1.473 -2.238 0.4028
H 1.799 2.720 -1.284 0.3021
H 0.757 1.180 1.869 0.3414
H 0.517 2.656 0.991 0.4777
H -0.762 1.487 0.981 0.2469
H -3.375 -0.817 0.882 0.2997
H -2.527 0.177 0.261 0.3295
O -3.391 0.141 0.714 -0.7072
```

Summary:
Net charge: -1


Model Q:
ORCA calculation (wB97M-V/def2-TZVPD) on 2 unconnected molecules or ions with the total composition C5H14NOS.

Structure (XYZ):
```
22
Properties=species:S:1:pos:R:3:mulliken_charge:R:1
C 0.949 -1.224 0.465 -0.3557
C 0.242 -2.425 -0.183 -1.0833
S -1.420 -2.157 -0.891 -0.5852
C 1.277 -0.140 -0.581 -0.6176
N 1.009 1.306 -0.215 -0.0481
C 0.207 1.877 -1.280 -1.0291
C 0.374 1.484 1.059 -0.9497
H 1.792 -1.651 1.014 0.3214
H 0.280 -0.912 1.284 0.2446
H 0.953 -2.906 -0.882 0.2931
H 0.192 -3.189 0.606 0.3268
H 0.691 -0.438 -1.445 0.4066
H 2.368 -0.143 -0.582 0.1720
H -0.499 1.213 -1.811 0.3330
H 0.796 2.220 -2.131 0.3516
H -0.389 2.766 -1.042 0.3586
H 1.050 1.188 1.883 0.3961
H 0.333 2.576 1.218 0.4221
H -0.581 1.059 1.369 0.1066
H -3.653 -0.750 0.348 0.2907
H -2.541 0.132 1.058 0.3174
O -3.430 0.114 0.739 -0.6719
```

Summary:
Net charge: -1


Model R:
ORCA calculation (wB97M-V/def2-TZVPD) on 2 unconnected molecules or ions with the total composition C5H14NOS.

Structure (XYZ):
```
22
Properties=species:S:1:pos:R:3:mulliken_charge:R:1
C -0.846 -0.950 1.325 -0.5993
N -1.653 -0.381 0.217 -0.3883
C -1.118 0.934 -0.253 -0.6148
C -1.613 1.280 -1.664 -0.6184
S -0.002 1.038 -2.646 -0.7478
C 0.094 -2.124 0.978 -0.2732
C 1.607 -1.820 0.706 -1.2296
H -1.643 -1.361 2.183 0.2414
H -0.249 -0.053 1.906 0.2684
H -1.763 -1.110 -0.569 0.2682
H -0.144 1.020 -0.070 0.5405
H -1.579 1.804 0.319 0.0836
H -2.429 0.605 -2.006 0.2441
H -1.935 2.257 -2.077 0.2538
H -0.294 -2.659 0.047 0.2396
H -0.031 -2.663 1.875 0.3136
H 1.775 -1.051 1.283 0.4172
H 2.297 -2.594 1.155 0.3055
H 1.829 -1.385 -0.275 0.3245
H 2.162 3.297 -0.196 0.3031
H 2.599 2.764 -1.521 0.3309
O 2.938 3.153 -0.717 -0.6632
```

Summary:
Net charge: -1


Ranked by calculated energy, most stable first: model P, model Q, model R.


Model P:
ORCA calculation (wB97M-V/def2-TZVPD) on 2 unconnected molecules or ions with the total composition C5H14NOS.

Structure (XYZ):
```
22
Properties=species:S:1:pos:R:3:mulliken_charge:R:1
C -0.250 2.032 1.457 -0.8356
N 0.785 1.448 0.626 -0.3518
C 0.755 -0.007 0.492 -0.1099
C 1.851 -0.530 -0.453 -0.7624
S 1.104 -0.920 -2.102 -0.7055
C -1.796 1.934 1.123 -0.3825
C -2.609 0.745 1.601 -0.9462
H 0.027 3.109 1.624 0.3397
H -0.164 1.638 2.502 0.3327
H 0.685 1.888 -0.301 0.2847
H -0.253 -0.292 0.170 0.0065
H 0.818 -0.385 1.534 0.2242
H 2.384 0.347 -0.795 0.3095
H 2.392 -1.365 -0.013 0.2340
H -1.880 2.147 0.046 0.2796
H -2.213 2.853 1.542 0.3680
H -2.390 -0.212 1.155 0.2703
H -2.324 0.638 2.671 0.2364
H -3.678 0.955 1.425 0.3161
H -1.137 -2.415 -0.885 0.3039
H 0.251 -2.920 -1.017 0.2662
O -0.615 -3.181 -0.642 -0.6783
```

Summary:
Net charge: -1


Model Q:
ORCA calculation (wB97M-V/def2-TZVPD) on 2 unconnected molecules or ions with the total composition C5H14NOS.

Structure (XYZ):
```
22
Properties=species:S:1:pos:R:3:mulliken_charge:R:1
C -0.074 1.205 -2.824 -0.2495
N -0.115 0.056 -1.894 -0.4056
C 0.243 0.360 -0.492 0.0192
C 0.447 -0.945 0.274 -0.8515
S 1.469 -0.668 1.779 -0.6683
C -0.872 1.161 0.209 -1.2583
C -1.354 1.335 -3.614 -1.1861
H 0.035 2.075 -2.175 0.2347
H 0.803 1.051 -3.455 0.3112
H -0.988 -0.420 -2.062 0.2432
H 1.096 1.015 -0.581 0.2728
H -0.547 -1.375 0.467 0.2491
H 0.956 -1.649 -0.380 0.3332
H -1.799 0.591 0.228 0.2996
H -0.928 2.171 -0.222 0.3469
H -0.500 1.301 1.228 0.3969
H -1.328 0.900 -4.626 0.3032
H -2.250 0.878 -3.192 0.3812
H -1.680 2.373 -3.750 0.3021
H 0.109 -1.727 3.753 0.2819
H -1.290 -1.374 4.043 0.3035
O -0.581 -1.907 4.419 -0.6595
```

Summary:
Net charge: -1


Ranked by calculated energy, most stable first: model Q, model P.


Model P:
ORCA calculation (wB97M-V/def2-TZVPD) on 2 unconnected molecules or ions with the total composition C4H10NO.

Structure (XYZ):
```
16
Properties=species:S:1:pos:R:3:mulliken_charge:R:1
C -1.035 -1.601 -0.106 0.2545
C 0.098 1.026 -0.262 -0.1489
C 0.267 -2.179 0.090 -1.0716
C 1.529 2.928 -0.296 -0.7107
N -1.964 -1.713 0.811 -0.3433
O 1.116 1.582 0.074 -0.1739
H -1.364 -1.250 -1.090 0.4315
H -0.681 1.654 -0.830 0.1300
H 0.238 -3.120 -0.323 0.3824
H 0.647 -2.167 1.173 0.3877
H 0.904 -1.589 -0.452 0.3112
H 1.034 3.591 0.309 0.3856
H 1.107 3.303 -1.239 0.3467
H 2.713 3.028 -0.340 0.2533
H -3.041 -1.399 0.841 0.3222
H -1.567 -2.093 1.640 0.2433
```

Summary:
Net charge: +1


Model Q:
ORCA calculation (wB97M-V/def2-TZVPD) on 2 unconnected molecules or ions with the total composition C4H10NO.

Structure (XYZ):
```
16
Properties=species:S:1:pos:R:3:mulliken_charge:R:1
C -1.634 -0.084 0.344 0.0776
C -1.519 -1.587 0.194 -1.0990
C -0.002 1.792 0.173 -0.3226
C 2.246 -0.303 0.039 -0.5808
N -0.643 0.659 0.243 0.0945
O 1.021 -0.843 0.027 -0.4323
H -2.570 0.458 0.442 0.4581
H -1.668 -2.173 0.985 0.4151
H -0.495 -1.774 -0.071 0.3534
H -2.183 -1.835 -0.547 0.3643
H 1.065 1.462 0.307 -0.0506
H -0.166 2.426 1.023 0.3774
H -0.139 2.387 -0.711 0.3356
H 2.358 0.440 0.842 0.3225
H 2.470 -0.009 -0.980 0.3613
H 3.020 -1.042 0.416 0.3255
```

Summary:
Net charge: +1


Model R:
ORCA calculation (wB97M-V/def2-TZVPD) on 2 unconnected molecules or ions with the total composition C4H10NO.

Structure (XYZ):
```
16
Properties=species:S:1:pos:R:3:mulliken_charge:R:1
C 2.596 -0.061 -0.357 -0.7984
C 1.424 0.441 0.063 -0.2204
C -2.222 0.778 -0.472 -0.7278
C 0.094 0.092 -0.186 0.4917
N -0.903 0.941 0.033 -0.1218
O -0.136 -1.912 0.937 -0.5712
H 3.494 0.478 -0.176 0.2819
H 2.712 -0.820 -1.023 0.3415
H 1.473 1.300 0.695 0.2100
H -2.134 -0.130 -1.062 0.2649
H -2.990 0.979 0.255 0.3035
H -2.228 1.500 -1.261 0.3807
H -0.208 -0.681 -0.899 0.2472
H -0.678 1.709 0.732 0.3089
H -0.911 -2.441 1.218 0.2975
H 0.616 -2.173 1.504 0.3120
```

Summary:
Net charge: +1


Model S:
ORCA calculation (wB97M-V/def2-TZVPD) on 2 unconnected molecules or ions with the total composition C4H10NO.

Structure (XYZ):
```
16
Properties=species:S:1:pos:R:3:mulliken_charge:R:1
C 1.607 0.311 -0.136 0.0829
C 2.571 -0.494 0.460 -0.8740
C -0.927 1.581 0.207 -0.8246
C -1.946 -1.039 -0.117 -0.6451
N -0.380 0.449 0.871 -0.0140
O -0.914 -0.728 0.825 -0.0824
H 1.922 1.232 -0.797 0.3127
H 3.589 -0.284 0.171 0.3475
H 2.252 -1.517 0.706 0.3355
H 2.600 -0.203 1.526 0.3449
H -0.250 2.453 0.378 0.2806
H -1.897 1.744 0.699 0.3413
H -0.851 1.273 -0.835 0.4511
H -1.633 -1.301 -1.113 0.3021
H -2.597 -0.164 -0.152 0.3446
H -2.375 -1.794 0.499 0.2969
```

Summary:
Net charge: +1


Ranked by calculated energy, most stable first: model R, model P, model Q, model S.